{
  "formula": "CH2N2OS",
  "method": "ωB97M-V/def2-TZVPD",
  "symbols": ["C", "N", "N", "O", "S", "H", "H"],
  "positions_angstrom": [[0.84, -0.13, -0.46], [0.98, -1.25, -0.34], [-2.27, 0.16, 0.75], [-1.11, 0.68, 0.49], [-3.45, -0.12, -0.24], [0.66, 0.96, -0.57], [-2.45, -0.01, 1.83]],
  "mulliken_charge": [0.18, -0.38, 0.11, -0.43, -0.04, 0.24, 0.32],
  "e_tot_ha": -622.1034,
  "e_homo_ha": [-0.3759, -0.3757],
  "total_charge": 0,
  "smiles": "[O-][NH+]=S.C#N",
  "de_lowest_ev": 2.019,
  "e_lumo_ev": [-1.70, -1.72],
  "homo_lumo_gap_ev": [8.5, 8.5]
}